## i
DFT (the ωB97M-V functional and the def2-TZVPD basis) results for the molecule CHN3OS.

```
! RIJCOSX wB97M-V def2-TZVPD def2/J DEFGRID3
* xyz 0 1
C 0.9922 0.1439 -0.0500
H -1.7530 -0.9423 0.4271
N 0.1323 1.2621 -0.0509
N -1.0636 0.8661 -0.0462
N -1.0983 -0.4698 -0.1710
O 0.1892 -0.9578 -0.0499
S 2.6012 0.0978 -0.0591
*
```

## Properties
LUMO level: -0.9 eV
Kohn-Sham gap: 8.507 eV
SMILES string: S=c1nn[nH]o1

## ii
DFT (the ωB97M-V functional and the def2-TZVPD basis) results for the molecule CHN3OS.

```
! RIJCOSX wB97M-V def2-TZVPD def2/J DEFGRID3
* xyz 0 1
C 0.0288 0.1953 0.8733
N -1.0575 0.7458 0.6825
N -1.3267 0.7683 -0.7322
N -0.4349 0.4479 -1.4414
O 1.0466 -1.6194 -0.7215
S 1.0429 -0.2258 -0.5671
H 0.7008 -0.3121 1.9064
*
```

## Properties
LUMO level: -1.3 eV
Kohn-Sham gap: 8.572 eV

Quick one: least stable of them? ii

## i
DFT (the ωB97M-V functional and the def2-TZVPD basis) results for a structure of composition C34H52B2CrN16.

```
! RIJCOSX wB97M-V def2-TZVPD def2/J DEFGRID3
* xyz 1 6
Cr -0.2254 -1.2957 0.0775
C 4.5912 -0.6880 1.8526
C 3.7196 -1.1693 0.6913
C 4.5880 -1.5969 -0.4952
C 2.8274 -2.2996 1.1071
C 3.2504 -3.4559 1.7663
C 2.1123 -4.2176 1.8997
N 1.0863 -3.5601 1.3536
N 1.5108 -2.3571 0.8560
B -0.3673 -4.0937 1.2981
N -1.2822 -3.2182 2.1543
C -2.3221 -3.5916 2.9154
C -2.8478 -2.4653 3.5095
C -2.0431 -1.4103 3.0530
N -1.0991 -1.8724 2.2309
C -2.1002 0.0433 3.4346
C -1.0665 0.3493 4.5221
C -3.4954 0.4571 3.8920
N -0.8087 -4.1160 -0.1931
C -1.3384 -5.1424 -0.8628
C -1.5086 -4.7645 -2.1808
C -1.0316 -3.4545 -2.2447
N -0.6246 -3.0601 -1.0327
C -0.9268 -2.6115 -3.4846
C 0.4003 -1.8603 -3.5349
C -2.1179 -1.6653 -3.6540
H 5.1643 0.1946 1.5603
H 5.3057 -1.4602 2.1452
H 4.0010 -0.4397 2.7364
H 3.0911 -0.3421 0.3752
H 5.2006 -2.4593 -0.2265
H 5.2637 -0.7927 -0.7982
H 3.9800 -1.8873 -1.3561
H 4.2469 -3.7014 2.0938
H 1.9568 -5.1884 2.3427
H -0.3874 -5.2249 1.6984
H -2.6065 -4.6302 2.9903
H -3.6802 -2.4152 4.1918
H -1.8520 0.6308 2.5504
H -1.3204 -0.1788 5.4452
H -1.0408 1.4204 4.7371
H -0.0685 0.0306 4.2197
H -3.7598 -0.0290 4.8350
H -4.2540 0.1955 3.1515
H -3.5316 1.5364 4.0501
H -1.5331 -6.0764 -0.3599
H -1.8836 -5.3583 -2.9982
H -0.9455 -3.3242 -4.3127
H 0.4068 -1.0944 -2.7533
H 0.5177 -1.3558 -4.4961
H 1.2472 -2.5345 -3.3879
H -2.1597 -0.9383 -2.8416
H -3.0553 -2.2236 -3.6671
H -2.0363 -1.1185 -4.5961
C -4.3393 -0.6681 0.1379
C -3.2080 -1.4071 -0.1983
N -2.1462 -0.6120 -0.3033
N -2.5668 0.6507 -0.0425
C -3.8869 0.6294 0.2311
B -1.6802 1.9200 -0.1771
N -0.4044 1.7790 0.7231
C 0.2089 2.7385 1.4347
C 1.2673 2.1768 2.1250
C 1.2196 0.8267 1.7857
N 0.2276 0.5925 0.9243
N -1.2097 2.1333 -1.6391
C -1.2463 3.2393 -2.4155
C -0.6528 2.9379 -3.6209
C -0.2764 1.5950 -3.4839
N -0.5939 1.1190 -2.2854
N -2.5131 3.1089 0.2781
C -3.5356 3.7057 -0.3964
C -4.2412 4.4716 0.4907
C -3.5808 4.2676 1.7200
N -2.5588 3.4424 1.5971
H -5.3405 -1.0275 0.3021
H -3.1028 -2.4718 -0.3459
H -4.4191 1.5351 0.4730
H -0.1771 3.7434 1.4398
H 1.9311 2.6640 2.8200
H 1.8125 0.0014 2.1449
H -1.6744 4.1630 -2.0633
H -0.5360 3.5853 -4.4745
H 0.2049 0.9534 -4.2097
H -3.7117 3.5106 -1.4432
H -5.1031 5.0849 0.2875
H -3.8089 4.6922 2.6860
C 3.5287 2.8382 -3.1160
C 3.0762 2.8651 -1.6605
C 4.2495 2.6902 -0.6948
C 2.2849 4.1295 -1.3545
N 2.1355 1.7441 -1.4288
N 2.3854 0.5379 -1.8325
H 4.1622 3.7055 -3.2977
H 2.6735 2.8881 -3.7928
H 4.1335 1.9580 -3.3511
H 4.9389 3.5263 -0.8205
H 4.7900 1.7640 -0.8939
H 3.9022 2.6823 0.3404
H 2.9187 4.9970 -1.5363
H 1.9731 4.1487 -0.3083
H 1.4017 4.2024 -1.9930
H 1.4511 1.8043 -0.6724
H 2.8276 0.4579 -2.7389
H 1.6617 -0.1387 -1.6113
*
```

## Properties
LUMO level (alpha / beta): -1.9 / -4.3 eV
Kohn-Sham gap (alpha / beta): 8.521 / 6.642 eV
⟨S²⟩: 8.767

## ii
DFT (the ωB97M-V functional and the def2-TZVPD basis) results for a structure of composition C34H52B2CrN16.

```
! RIJCOSX wB97M-V def2-TZVPD def2/J DEFGRID3
* xyz 1 6
Cr -0.2852 -0.7494 -0.4120
C 2.9114 2.0973 -1.4148
C 3.5557 0.7981 -1.8905
C 3.0087 0.4032 -3.2611
C 3.4519 -0.3120 -0.8787
C 4.5493 -0.9534 -0.2800
C 3.9936 -1.8895 0.5658
N 2.6596 -1.7955 0.4791
N 2.3036 -0.8327 -0.4170
B 1.6659 -2.6227 1.3360
N 0.7358 -3.4728 0.4860
C 0.6593 -4.8123 0.4460
C -0.3379 -5.1664 -0.4298
C -0.8510 -3.9502 -0.9072
N -0.1898 -2.9334 -0.3498
C -1.9837 -3.7684 -1.8742
C -1.6786 -4.4650 -3.2029
C -3.2842 -4.3205 -1.2850
N 0.8388 -1.6629 2.2383
C 0.8523 -1.6027 3.5727
C -0.0041 -0.5967 3.9779
C -0.5489 -0.0845 2.7903
N -0.0384 -0.7513 1.7427
C -1.5640 1.0150 2.6624
C -2.8426 0.6491 3.4223
C -1.0090 2.3337 3.2053
H 3.1439 2.9112 -2.1031
H 1.8284 1.9947 -1.3729
H 3.2710 2.3928 -0.4238
H 4.6288 0.9786 -2.0001
H 1.9205 0.4259 -3.2603
H 3.3603 1.1017 -4.0215
H 3.3287 -0.5993 -3.5484
H 5.5932 -0.7764 -0.4771
H 4.4488 -2.6173 1.2171
H 2.3176 -3.3295 2.0525
H 1.3190 -5.4129 1.0500
H -0.6608 -6.1601 -0.6871
H -2.1069 -2.6976 -2.0465
H -1.6618 -5.5489 -3.0709
H -2.4478 -4.2298 -3.9397
H -0.7144 -4.1637 -3.6108
H -3.2139 -5.4014 -1.1465
H -3.5134 -3.8701 -0.3202
H -4.1194 -4.1216 -1.9580
H 1.4761 -2.2744 4.1392
H -0.2367 -0.3018 4.9874
H -1.7987 1.1295 1.6026
H -2.6585 0.6279 4.4987
H -3.6198 1.3883 3.2265
H -3.2224 -0.3257 3.1267
H -0.7204 2.2287 4.2548
H -0.1459 2.6884 2.6354
H -1.7641 3.1185 3.1499
C -0.8229 3.6369 -0.2010
C -0.1041 2.4948 0.1414
N -0.5210 1.4384 -0.5500
N -1.5116 1.8798 -1.3575
C -1.7146 3.1930 -1.1561
B -2.4127 0.9418 -2.2451
N -3.2951 0.1027 -1.3042
C -4.6260 -0.0340 -1.1257
C -4.8321 -0.9452 -0.1130
C -3.5456 -1.3247 0.2816
N -2.6264 -0.6848 -0.4243
N -1.4937 -0.0099 -3.0694
C -1.5976 -0.3470 -4.3689
C -0.6481 -1.3055 -4.6539
C 0.0032 -1.5181 -3.4399
N -0.5074 -0.7366 -2.4968
N -3.1584 1.8343 -3.2175
C -2.5772 2.6179 -4.1650
C -3.5571 3.3750 -4.7497
C -4.7334 2.9888 -4.0770
N -4.4901 2.0731 -3.1596
H -0.7100 4.6372 0.1777
H 0.7159 2.4051 0.8375
H -2.4739 3.7235 -1.7056
H -5.3134 0.5233 -1.7347
H -5.7764 -1.2905 0.2693
H -3.2374 -2.0399 1.0284
H -2.3420 0.1096 -4.9979
H -0.4664 -1.7852 -5.5991
H 0.8051 -2.1952 -3.1919
H -1.5150 2.5778 -4.3462
H -3.4459 4.0947 -5.5414
H -5.7426 3.3378 -4.2270
C 3.3217 3.5125 2.9873
C 3.2363 2.1613 3.6987
C 4.5910 1.4554 3.7138
C 2.6703 2.3063 5.1050
N 2.2668 1.3210 2.9643
N 2.5406 0.7477 1.8222
H 4.0669 4.1341 3.4835
H 2.3653 4.0357 3.0174
H 3.6246 3.3923 1.9455
H 5.2579 1.9910 4.3876
H 5.0671 1.4514 2.7309
H 4.4961 0.4288 4.0682
H 3.3172 2.9591 5.6887
H 2.6140 1.3399 5.6072
H 1.6750 2.7552 5.0837
H 1.3022 1.2213 3.2761
H 3.4784 0.8013 1.4397
H 1.7830 0.5076 1.1870
*
```

## Properties
LUMO level (alpha / beta): -1.8 / -3.9 eV
Kohn-Sham gap (alpha / beta): 7.794 / 7.220 eV
⟨S²⟩: 8.764

Quick one: least stable of them? i

## i
DFT (the ωB97M-V functional and the def2-TZVPD basis) results for the molecule C4H7P.

```
! RIJCOSX wB97M-V def2-TZVPD def2/J DEFGRID3
* xyz 0 1
C 1.1406 -0.9128 0.3423
C -0.2949 -0.7273 0.0411
C -1.9257 -0.2889 -0.5330
C 2.2301 0.0428 0.3691
P -2.9897 0.7395 0.3525
H 1.2478 -1.9297 0.5463
H -2.2521 -0.8264 -1.3752
H 3.1203 -0.3463 0.9474
H 1.7620 0.9711 0.7042
H 2.6803 0.2621 -0.6334
H -2.1051 1.0171 1.3613
H -3.7283 -0.2030 1.1167
*
```

## Properties
LUMO level (alpha / beta): -0.2 / 0.4 eV
Kohn-Sham gap (alpha / beta): 8.088 / 8.581 eV
SMILES string: CC=C=CP

## ii
DFT (the ωB97M-V functional and the def2-TZVPD basis) results for the molecule C4H7P.

```
! RIJCOSX wB97M-V def2-TZVPD def2/J DEFGRID3
* xyz 0 1
C -2.5843 0.2148 -1.1822
C -1.5506 -0.1701 -0.4265
C 1.1166 1.1552 -0.3137
C 2.2100 0.4633 -0.5419
P -0.5639 0.9483 0.7363
H -3.0712 -0.6947 -1.5621
H -2.8292 1.2461 -1.3137
H -1.4493 -1.2463 -0.2345
H 0.8019 1.8974 -1.0175
H -0.7502 0.0638 1.8797
H 2.5925 -0.3766 0.1380
H 2.8144 0.6978 -1.3505
*
```

## Properties
LUMO level: 1.2 eV
Kohn-Sham gap: 9.753 eV
SMILES string: C=CPC=C

Quick one: least stable of them? i